[1]
{"formula": "C18H24N2O3S2", "method": "ωB97M-V/def2-TZVPD", "symbols": ["C", "S", "O", "O", "C", "C", "C", "S", "C", "C", "C", "C", "C", "C", "N", "C", "C", "C", "C", "C", "N", "C", "O", "C", "C", "H", "H", "H", "H", "H", "H", "H", "H", "H", "H", "H", "H", "H", "H", "H", "H", "H", "H", "H", "H", "H", "H", "H", "H"], "xyz": [[-1.857, -2.416, -3.534], [-1.434, -4.100, -3.057], [-1.729, -4.939, -4.244], [-2.288, -4.460, -1.898], [0.387, -4.114, -2.716], [1.249, -4.362, -3.860], [2.550, -4.023, -3.537], [2.782, -3.764, -1.812], [1.053, -3.802, -1.557], [0.471, -3.399, -0.216], [0.771, -1.879, 0.093], [0.187, -1.392, 1.463], [0.570, 0.113, 1.671], [-0.056, 0.698, 2.950], [-1.514, 0.529, 2.917], [-2.345, 1.470, 2.138], [-2.022, 2.906, 2.471], [-2.171, 3.379, 3.760], [-1.731, 4.744, 4.067], [-1.224, 5.552, 3.061], [-1.184, 5.098, 1.739], [-1.491, 3.781, 1.454], [-1.099, 3.401, 0.374], [-1.963, -0.894, 2.880], [-1.397, -1.534, 1.607], [-1.398, -2.097, -4.448], [-2.950, -2.356, -3.716], [-1.552, -1.689, -2.763], [0.904, -4.674, -4.824], [3.362, -4.021, -4.273], [-0.592, -3.653, -0.175], [0.959, -4.050, 0.551], [0.284, -1.253, -0.682], [1.848, -1.699, -0.037], [0.606, -1.964, 2.285], [0.206, 0.713, 0.864], [1.654, 0.233, 1.703], [0.288, 0.096, 3.785], [0.255, 1.730, 3.138], [-3.410, 1.315, 2.348], [-2.213, 1.303, 1.093], [-2.553, 2.689, 4.500], [-1.756, 5.125, 5.085], [-0.889, 6.545, 3.236], [-0.598, 5.574, 1.069], [-3.062, -0.930, 2.844], [-1.675, -1.482, 3.766], [-1.872, -1.007, 0.752], [-1.693, -2.575, 1.592]], "mulliken_charge": [-0.91, 1.26, -0.67, -0.64, -0.51, -0.72, -0.46, -0.11, 0.68, -0.59, -0.78, 0.41, -0.94, -1.19, 0.06, -0.69, -0.04, -0.04, -0.68, -0.37, -0.11, 0.29, -0.68, -1.27, -0.48, 0.38, 0.34, 0.25, 0.49, 0.41, 0.37, 0.28, 0.08, 0.63, 0.29, 0.39, 0.50, 0.44, 0.45, 0.48, 0.41, 0.45, 0.37, 0.42, 0.28, 0.44, 0.41, 0.11, 0.51], "relative_energy_kcal_mol": 64.9, "lumo_energy_ev": 0.35, "homo_ev": -7.930, "homo_lumo_gap_ev": 8.278, "smiles": "CS(=O)(=O)c1ccsc1CCC1CCN(Cc2ccc[nH]c2=O)CC1", "molar_mass_da": 380.54}

[2]
{"formula": "C11H71N2O32PS", "method": "ωB97M-V/def2-TZVPD", "symbols": ["O", "P", "N", "C", "C", "C", "C", "C", "C", "N", "C", "S", "O", "O", "C", "C", "C", "C", "H", "H", "H", "H", "H", "H", "H", "H", "H", "H", "H", "H", "H", "O", "H", "H", "O", "H", "H", "O", "H", "H", "O", "H", "H", "O", "H", "H", "O", "H", "H", "O", "H", "H", "O", "H", "H", "O", "H", "H", "O", "H", "H", "O", "H", "H", "O", "H", "H", "O", "H", "H", "O", "H", "H", "O", "H", "H", "O", "H", "H", "O", "H", "H", "O", "H", "H", "O", "H", "H", "O", "H", "H", "O", "H", "H", "O", "H", "H", "O", "H", "H", "O", "H", "H", "O", "H", "H", "O", "H", "H", "O", "H", "H", "O", "H", "H", "O", "H", "H"], "xyz": [[-3.647, 1.033, 2.059], [-3.416, -0.259, 2.737], [-2.116, -1.062, 1.801], [-2.203, -0.944, 0.463], [-1.259, -1.480, -0.350], [-0.168, -2.186, 0.256], [0.919, -2.777, -0.632], [0.704, -3.812, -1.535], [1.769, -4.272, -2.262], [3.001, -3.762, -2.166], [4.183, -4.260, -2.903], [3.855, -4.813, -4.595], [2.744, -4.129, -5.206], [5.053, -4.535, -5.336], [3.200, -2.747, -1.304], [2.207, -2.225, -0.536], [-0.145, -2.314, 1.630], [-1.135, -1.739, 2.392], [-3.030, 0.020, 4.072], [-4.600, -1.027, 2.630], [-3.026, -0.398, 0.006], [-1.304, -1.382, -1.433], [-0.293, -4.228, -1.640], [1.578, -5.103, -2.939], [4.621, -5.080, -2.315], [4.907, -3.433, -2.935], [3.735, -6.183, -4.598], [4.207, -2.334, -1.207], [2.419, -1.411, 0.156], [0.662, -2.873, 2.100], [-1.075, -1.851, 3.481], [-5.908, 2.645, 0.519], [-5.296, 2.182, 1.102], [-5.491, 2.603, -0.349], [5.632, -7.715, -5.597], [5.975, -6.827, -5.444], [5.788, -7.859, -6.539], [-1.059, 2.930, 2.508], [-1.124, 3.852, 2.220], [-1.877, 2.527, 2.188], [-1.704, 6.050, 3.285], [-2.349, 6.744, 3.095], [-2.104, 5.557, 4.008], [-3.969, 1.075, 5.820], [-3.917, 2.023, 5.641], [-4.776, 0.798, 5.370], [-0.245, -4.185, -6.600], [0.696, -4.013, -6.491], [-0.490, -4.655, -5.797], [2.427, -5.631, -7.598], [2.688, -5.026, -6.905], [2.894, -5.315, -8.380], [6.953, -2.117, -2.136], [7.265, -1.207, -1.985], [7.130, -2.265, -3.070], [5.009, -5.886, -8.635], [5.288, -5.282, -7.937], [5.470, -5.566, -9.420], [5.593, -1.632, 0.945], [6.161, -2.085, 1.579], [6.071, -1.706, 0.112], [-3.616, 7.950, 4.496], [-4.260, 8.641, 4.304], [-4.014, 7.454, 5.222], [5.331, 0.111, -2.868], [5.131, -0.236, -3.745], [4.518, 0.560, -2.608], [-4.458, 4.386, -1.316], [-3.631, 4.766, -1.628], [-4.958, 5.142, -0.988], [-4.683, 7.398, 7.179], [-4.586, 8.098, 7.838], [-4.834, 6.602, 7.699], [-5.682, 5.518, 4.487], [-5.443, 6.122, 5.197], [-5.240, 5.876, 3.710], [-2.426, 9.019, 7.603], [-2.440, 8.456, 6.820], [-1.631, 8.746, 8.075], [0.172, 10.406, 6.387], [-0.051, 10.075, 5.511], [-0.650, 10.794, 6.707], [-8.563, 3.471, 1.472], [-7.792, 2.992, 1.135], [-8.873, 2.936, 2.210], [0.445, -0.538, -2.993], [1.047, -0.972, -2.384], [0.884, -0.578, -3.854], [1.778, 2.960, 0.502], [1.137, 3.654, 0.310], [1.375, 2.467, 1.225], [-0.057, -6.347, 0.118], [0.310, -6.652, 0.955], [-0.061, -7.138, -0.433], [0.148, 1.448, -5.176], [1.068, 1.696, -5.039], [-0.095, 0.972, -4.376], [-7.051, -1.494, 2.879], [-7.285, -1.825, 2.005], [-7.867, -1.094, 3.201], [-10.910, 4.772, 3.545], [-11.707, 4.642, 3.022], [-10.199, 4.779, 2.894], [8.818, 0.142, -2.110], [9.406, -0.302, -1.482], [9.282, 0.069, -2.951], [-2.795, -6.409, -7.215], [-1.947, -6.067, -7.524], [-3.263, -5.629, -6.901], [10.761, -2.287, -1.204], [11.612, -2.633, -0.915], [10.442, -2.940, -1.834], [-0.671, -2.804, 5.180], [-0.595, -2.099, 5.836], [-0.840, -3.594, 5.705], [2.171, 3.401, 3.963], [1.374, 3.269, 3.439], [2.884, 3.399, 3.314]], "mulliken_charge": [-0.54, 0.05, 0.28, -0.45, -0.69, 0.36, 0.48, -0.37, -0.57, 0.37, -0.51, 1.05, -0.74, -0.58, -0.26, -0.50, -0.66, -0.37, 0.17, 0.16, 0.49, 0.62, 0.74, 0.50, 0.39, 0.03, 0.30, 0.12, 0.65, 0.63, 0.50, -0.64, 0.34, 0.29, -0.62, 0.31, 0.33, -0.55, 0.32, 0.25, -0.62, 0.31, 0.30, -0.67, 0.34, 0.34, -0.59, 0.31, 0.30, -0.57, 0.30, 0.35, -0.54, 0.34, 0.23, -0.60, 0.30, 0.31, -0.61, 0.31, 0.30, -0.56, 0.32, 0.20, -0.55, 0.29, 0.28, -0.60, 0.30, 0.31, -0.60, 0.30, 0.29, -0.58, 0.32, 0.33, -0.65, 0.31, 0.35, -0.63, 0.31, 0.33, -0.57, 0.29, 0.32, -0.64, 0.30, 0.38, -0.62, 0.33, 0.27, -0.58, 0.31, 0.31, -0.61, 0.31, 0.34, -0.62, 0.31, 0.32, -0.64, 0.32, 0.33, -0.67, 0.32, 0.32, -0.64, 0.33, 0.31, -0.60, 0.31, 0.31, -0.64, 0.32, 0.30, -0.63, 0.31, 0.33], "lumo_energy_ev": -7.47, "homo_ev": -13.359, "homo_lumo_gap_ev": 5.888, "molar_mass_da": 806.71, "total_charge": 2}

[3]
{"formula": "C2ClF2NO3", "method": "ωB97M-V/def2-TZVPD", "symbols": ["C", "C", "N", "O", "O", "O", "F", "F", "Cl"], "xyz": [[0.987, 0.639, -0.674], [-0.070, -0.256, -0.141], [-1.276, 0.307, 0.304], [0.963, 1.803, -0.840], [-1.566, 1.351, -0.288], [-1.905, -0.218, 1.207], [2.000, -0.213, -0.983], [1.136, -3.287, 1.731], [0.196, -1.859, 0.135]], "mulliken_charge": [0.63, 0.23, 0.88, -0.35, -0.47, -0.47, -0.19, -0.54, 0.28], "relative_energy_kcal_mol": 109.0, "lumo_energy_ev": [-5.18, -5.17], "homo_ev": [-11.170, -11.176], "homo_lumo_gap_ev": [5.995, 6.001], "molar_mass_da": 159.47}

[4]
{"formula": "C16H30N8O3RuS4Sb", "method": "ωB97M-V/def2-TZVPD", "symbols": ["Ru", "N", "C", "C", "O", "N", "C", "C", "O", "O", "H", "H", "H", "H", "H", "H", "C", "N", "C", "C", "N", "C", "C", "N", "C", "C", "N", "C", "N", "C", "C", "C", "N", "C", "H", "H", "H", "H", "H", "H", "H", "H", "H", "H", "H", "H", "H", "H", "H", "H", "H", "H", "H", "H", "H", "H", "H", "H", "S", "Sb", "S", "S", "S"], "xyz": [[0.893, 0.734, -0.165], [3.149, 0.532, -0.611], [3.667, -0.820, -0.688], [2.599, -1.864, -0.793], [2.990, -3.014, -1.064], [1.366, -1.460, -0.465], [0.406, -2.555, -0.268], [-0.850, -2.612, -1.182], [-1.945, -2.886, -0.587], [-0.676, -2.468, -2.416], [3.027, 0.925, -1.532], [3.794, 1.168, -0.145], [4.215, -1.047, 0.227], [4.357, -0.958, -1.518], [0.046, -2.555, 0.758], [0.915, -3.499, -0.446], [-2.206, -2.603, 2.624], [-1.201, -1.754, 3.285], [-0.527, -2.371, 4.416], [0.776, -1.605, 4.508], [0.966, -1.176, 3.147], [2.224, -0.546, 2.813], [-0.262, -1.016, 2.532], [-0.531, -0.257, 1.531], [-1.897, -0.182, 1.044], [-2.049, 1.033, 0.174], [-1.241, 0.827, -1.012], [-1.430, 1.440, -2.132], [-0.802, 1.101, -3.307], [0.341, 0.195, -3.354], [-0.819, 2.248, -4.196], [-2.124, 2.906, -3.798], [-2.248, 2.542, -2.394], [-3.563, 2.726, -1.816], [-2.245, -3.559, 3.153], [-1.966, -2.806, 1.574], [-3.201, -2.153, 2.668], [-0.337, -3.434, 4.225], [-1.127, -2.287, 5.324], [1.609, -2.226, 4.840], [0.691, -0.745, 5.187], [3.028, -1.267, 2.995], [2.411, 0.356, 3.402], [2.238, -0.288, 1.774], [-2.609, -0.109, 1.873], [-2.133, -1.057, 0.438], [-1.712, 1.928, 0.708], [-3.113, 1.134, -0.037], [0.064, -0.794, -2.985], [1.176, 0.575, -2.771], [0.658, 0.111, -4.395], [-0.808, 1.929, -5.237], [0.037, 2.903, -4.009], [-2.960, 2.503, -4.385], [-2.103, 3.990, -3.907], [-4.012, 3.602, -2.283], [-3.503, 2.912, -0.749], [-4.225, 1.868, -1.990], [2.563, 3.065, 2.006], [3.013, 4.189, -0.219], [0.676, 2.393, 1.702], [1.415, 2.823, -1.433], [5.114, 3.316, -0.638]], "mulliken_spin": [1.05, -0.03, 0.01, 0.00, 0.01, 0.00, 0.00, 0.00, 0.00, 0.00, -0.01, 0.00, 0.00, 0.00, 0.00, 0.00, 0.00, 0.00, 0.00, 0.00, 0.00, 0.01, 0.00, 0.01, 0.00, 0.01, -0.02, 0.00, 0.00, 0.05, 0.00, 0.00, 0.00, 0.00, 0.00, 0.00, 0.00, 0.00, 0.00, 0.00, 0.00, 0.00, 0.00, 0.00, 0.00, 0.00, -0.01, 0.00, -0.01, -0.03, 0.00, 0.00, 0.00, 0.00, 0.00, 0.00, 0.00, 0.00, -0.01, 0.00, -0.03, -0.03, 0.00], "spin_multiplicity": 2, "s2": 0.776, "lumo_energy_ev": [4.45, 4.45], "homo_ev": [-1.396, -1.381], "homo_lumo_gap_ev": [5.842, 5.827], "molar_mass_da": 733.57, "total_charge": -2}

no.,electronic energy (eV)
1,-49847.024
2,-101167.595
3,-27655.475
4,-87606.300